Entry i
{
  "formula": "C3H3FP2",
  "method": "ωB97M-V/def2-TZVPD",
  "symbols": ["C", "C", "C", "F", "P", "P", "H", "H", "H"],
  "coordinates": [[1.019, -0.140, -0.445], [-0.659, 0.323, 1.654], [0.014, -0.384, -1.272], [0.265, -0.365, -2.609], [0.990, -0.076, 1.243], [-2.069, 0.758, 0.750], [2.131, -0.125, -0.964], [-0.714, 0.572, 2.615], [-0.979, -0.563, -0.972]],
  "lowdin_charge": [-0.4740, -0.8840, -0.2582, 0.0030, 0.8443, 0.7452, 0.1341, -0.1146, 0.0042],
  "orbital_gap_ev": [6.58, 6.40]
}

---

Entry ii
{
  "formula": "C3H3FP2",
  "method": "ωB97M-V/def2-TZVPD",
  "symbols": ["C", "C", "C", "F", "P", "P", "H", "H", "H"],
  "coordinates": [[-0.491, -1.099, -0.195], [0.336, 1.398, 0.819], [-0.612, -0.649, -1.418], [-1.274, -0.916, -2.533], [0.280, 2.317, -0.612], [0.188, -0.350, 1.215], [-0.566, -2.091, 0.030], [0.609, 1.799, 1.812], [1.530, -0.410, 0.881]],
  "lowdin_charge": [-0.4466, -0.9213, -0.1474, 0.0541, 0.7399, 0.7746, 0.0194, -0.0268, -0.0460],
  "orbital_gap_ev": [8.20, 7.86]
}

---

Entry iii
{
  "formula": "C3H3FP2",
  "method": "ωB97M-V/def2-TZVPD",
  "symbols": ["C", "C", "C", "F", "P", "P", "H", "H", "H"],
  "coordinates": [[-0.224, 1.363, 0.150], [-0.982, 0.238, 0.158], [1.106, -1.039, -0.137], [-3.045, 0.427, -0.075], [1.423, 0.870, -0.014], [-0.667, -1.402, 0.014], [-0.570, 2.488, 0.100], [1.466, -1.514, -0.997], [1.494, -1.431, 0.800]],
  "lowdin_charge": [-0.4702, -0.4449, -0.6798, -0.4214, 0.9254, 0.9378, 0.1216, 0.0067, 0.0248],
  "orbital_gap_ev": 7.40
}

---

Which one sits at the top of the stability order? entry i does.

---

Entry i
{
  "formula": "C3H2O3S",
  "method": "ωB97M-V/def2-TZVPD",
  "symbols": ["C", "C", "C", "H", "H", "O", "O", "O", "S"],
  "coordinates": [[-0.046, 1.002, -0.172], [0.091, 0.179, 1.092], [-0.092, -1.107, -1.174], [1.016, 0.430, 1.591], [-0.794, 0.487, 1.707], [-0.032, 2.204, -0.198], [-0.033, -1.897, -2.073], [-0.175, 0.247, -1.324], [0.066, -1.544, 0.550]],
  "lowdin_charge": [-0.4817, -0.3516, -0.7379, 0.0921, 0.1193, 0.1514, 0.0923, 0.0955, 1.0207],
  "orbital_gap_ev": 10.82
}

---

Entry ii
{
  "formula": "C3H2O3S",
  "method": "ωB97M-V/def2-TZVPD",
  "symbols": ["C", "C", "C", "O", "O", "O", "S", "H", "H"],
  "coordinates": [[1.052, 0.139, 0.272], [1.457, -0.928, -0.216], [0.289, 1.282, 0.605], [-0.831, -2.224, 0.100], [-0.671, -1.037, -1.933], [-1.158, 0.261, 0.177], [-0.474, -1.020, -0.518], [0.083, 1.443, 1.568], [0.253, 2.085, -0.055]],
  "lowdin_charge": [-0.2031, 0.0312, 0.1219, -0.2295, -0.2437, -0.2366, 0.5721, 0.0783, 0.1096],
  "orbital_gap_ev": 9.21
}

---

Entry iii
{
  "formula": "C3H2O3S",
  "method": "ωB97M-V/def2-TZVPD",
  "symbols": ["C", "C", "C", "H", "H", "O", "O", "O", "S"],
  "coordinates": [[1.064, 0.008, -0.013], [-0.374, 0.247, -0.015], [-1.167, -0.989, 0.153], [1.301, 1.914, -0.331], [-0.776, -1.996, 0.482], [1.886, 1.095, 0.018], [1.581, -1.146, -0.115], [-2.362, -0.813, -0.173], [-1.151, 1.679, -0.006]],
  "lowdin_charge": [-0.5066, -0.6083, -0.2211, 0.1318, 0.1530, 0.0420, 0.0833, -0.0131, 0.9388],
  "orbital_gap_ev": 7.55
}

---

Which one sits at the top of the stability order? entry i does.

---

Entry i
{
  "formula": "C3H8NO",
  "method": "ωB97M-V/def2-TZVPD",
  "symbols": ["C", "C", "C", "O", "N", "H", "H", "H", "H", "H", "H", "H", "H"],
  "coordinates": [[1.191, -0.728, 0.035], [0.254, 0.023, -0.892], [-1.215, -0.254, -0.633], [-2.239, 0.359, -1.271], [2.500, -0.292, 0.420], [0.535, -0.545, 0.987], [1.116, -1.845, -0.056], [0.701, 0.493, -1.765], [-0.433, 0.803, -0.293], [-1.453, -1.195, -0.062], [-1.502, 1.127, 1.814], [2.670, 0.637, 0.023], [-2.124, 1.416, 1.692]],
  "lowdin_charge": [-0.5636, -0.1483, -0.3174, -0.1999, -0.2055, 0.0633, 0.0771, 0.1093, 0.1145, 0.1305, 0.0254, -0.1225, 0.0371],
  "orbital_gap_ev": 5.60,
  "total_charge": -1
}

---

Entry ii
{
  "formula": "C3H8NO",
  "method": "ωB97M-V/def2-TZVPD",
  "symbols": ["C", "N", "C", "O", "C", "H", "H", "H", "H", "H", "H", "H", "H"],
  "coordinates": [[0.806, 0.001, -0.507], [-1.090, 2.070, -0.949], [-0.839, 2.228, 0.298], [0.417, -2.187, 1.525], [-0.051, -1.064, -0.867], [1.229, 0.785, -1.159], [1.565, -0.269, 0.141], [0.349, -2.853, 2.182], [-1.354, 2.977, 0.898], [-0.091, 1.602, 0.894], [-0.143, -2.051, -0.468], [-0.378, -1.160, -1.879], [-0.420, -0.079, -0.109]],
  "lowdin_charge": [-0.0615, -0.1880, -0.4559, -0.5458, 0.0203, 0.1045, 0.0579, -0.2068, -0.0138, 0.0094, 0.0492, 0.0816, 0.1488],
  "orbital_gap_ev": 5.11,
  "total_charge": -1
}

---

Entry iii
{
  "formula": "C3H8NO",
  "method": "ωB97M-V/def2-TZVPD",
  "symbols": ["C", "O", "H", "H", "H", "C", "C", "N", "H", "H", "H", "H", "H"],
  "coordinates": [[0.420, -0.260, -2.671], [1.337, 0.115, -1.698], [-0.568, -0.471, -2.240], [0.760, -1.162, -3.211], [0.273, 0.510, -3.431], [-0.659, -0.009, 2.877], [-0.736, 0.288, 1.544], [0.232, 0.459, 0.634], [0.313, -0.267, 3.291], [-1.564, -0.136, 3.455], [-1.745, 0.479, 1.140], [1.103, 0.226, 1.120], [0.834, 0.227, -0.811]],
  "lowdin_charge": [-0.2528, -0.2109, 0.0664, 0.0563, 0.0491, -0.1568, -0.4946, -0.0802, -0.0097, -0.0287, 0.0662, 0.0165, -0.0208],
  "orbital_gap_ev": 6.40,
  "total_charge": -1
}

---

Entry iv
{
  "formula": "C3H8NO",
  "method": "ωB97M-V/def2-TZVPD",
  "symbols": ["C", "C", "C", "O", "N", "H", "H", "H", "H", "H", "H", "H", "H"],
  "coordinates": [[-0.628, -0.650, 0.122], [0.458, 0.409, 0.179], [1.120, 0.766, -1.203], [0.505, 1.646, -1.972], [-1.151, -0.991, 1.454], [-0.079, -1.515, -0.257], [-1.410, -0.312, -0.564], [0.030, 1.382, 0.490], [1.153, 0.125, 0.982], [1.206, -0.279, -1.669], [2.193, 0.959, -0.906], [-2.078, -1.395, 1.352], [-1.319, -0.146, 1.993]],
  "lowdin_charge": [-0.3367, -0.2535, -0.6080, -0.3487, -0.0465, 0.0908, 0.1063, 0.0930, 0.0867, 0.0706, 0.0642, 0.0377, 0.0440],
  "orbital_gap_ev": 6.46,
  "total_charge": -1
}

---

Which one sits at the top of the stability order? entry iii does.

---

Entry i
{
  "formula": "C3H8NO",
  "method": "ωB97M-V/def2-TZVPD",
  "symbols": ["C", "N", "C", "O", "C", "H", "H", "H", "H", "H", "H", "H", "H"],
  "coordinates": [[-0.284, 0.543, -0.168], [0.536, -0.635, -0.032], [0.886, -0.880, 1.420], [1.291, 0.167, 2.126], [-1.189, 0.534, -1.416], [-0.704, 0.833, 0.794], [0.396, 1.423, -0.249], [1.413, -0.705, -0.510], [1.640, -1.716, 1.349], [-0.045, -1.351, 1.828], [-0.497, 0.665, -2.250], [-1.687, 1.510, -1.436], [-1.756, -0.388, -1.454]],
  "lowdin_charge": [-0.3565, -0.1019, -0.6069, -0.3479, -0.1261, 0.0953, 0.0973, 0.0633, 0.0666, 0.0652, 0.0484, 0.0517, 0.0515],
  "orbital_gap_ev": 6.50,
  "total_charge": -1
}

---

Entry ii
{
  "formula": "C3H8NO",
  "method": "ωB97M-V/def2-TZVPD",
  "symbols": ["C", "O", "H", "H", "H", "C", "C", "N", "H", "H", "H", "H", "H"],
  "coordinates": [[-2.158, 1.006, 0.671], [-1.467, -0.116, 0.360], [-3.263, 0.858, 0.812], [-1.922, 1.423, 1.692], [-1.970, 1.825, -0.060], [1.765, 0.306, -0.534], [0.958, -1.832, -0.376], [1.931, -1.130, -0.752], [2.594, 0.666, 0.096], [0.877, 0.596, 0.050], [1.696, 0.775, -1.511], [0.854, -2.877, -0.686], [0.106, -1.499, 0.239]],
  "lowdin_charge": [-0.4940, -0.4430, 0.0223, 0.0220, 0.0266, -0.1774, -0.1077, -0.1072, 0.0575, 0.0553, 0.0627, 0.0468, 0.0360],
  "orbital_gap_ev": 6.78,
  "total_charge": -1
}

---

Which one sits at the top of the stability order? entry i does.

---

Entry i
{
  "formula": "C9H14",
  "method": "ωB97M-V/def2-TZVPD",
  "symbols": ["C", "C", "H", "H", "H", "H", "H", "H", "C", "C", "C", "C", "C", "C", "C", "H", "H", "H", "H", "H", "H", "H", "H"],
  "coordinates": [[-0.835, 3.019, -1.459], [-2.202, 2.361, -1.556], [-0.575, 3.577, -0.563], [-0.052, 2.265, -1.507], [-0.610, 3.661, -2.310], [-2.772, 2.648, -2.442], [-2.822, 2.635, -0.701], [-2.190, 1.276, -1.655], [2.696, -2.615, 0.779], [0.404, -2.038, 1.787], [1.378, -1.832, 0.827], [-0.731, -1.236, 1.845], [1.184, -0.863, -0.165], [-0.972, -0.347, 0.818], [-0.049, -0.213, -0.202], [0.596, -2.807, 2.530], [-1.282, -1.219, 2.755], [2.423, -3.672, 0.733], [3.279, -2.331, 1.650], [2.051, -0.468, -0.678], [-1.890, 0.221, 0.747], [-0.188, 0.421, -1.055], [3.160, -2.443, -0.179]],
  "lowdin_charge": [-0.1639, -0.1664, 0.0675, 0.0317, 0.0619, 0.0608, 0.0641, 0.0492, -0.0453, -0.0601, -0.2807, -0.0849, -0.0468, -0.0907, -0.0909, 0.1117, 0.0944, 0.0792, 0.0792, 0.1104, 0.0969, 0.0604, 0.0624],
  "orbital_gap_ev": 10.10
}

---

Entry ii
{
  "formula": "C9H14",
  "method": "ωB97M-V/def2-TZVPD",
  "symbols": ["C", "C", "H", "H", "H", "H", "H", "H", "C", "C", "C", "C", "C", "C", "C", "H", "H", "H", "H", "H", "H", "H", "H"],
  "coordinates": [[-1.856, -1.434, 1.811], [-2.772, -2.025, 0.741], [-0.906, -1.822, 1.667], [-1.812, -0.378, 1.605], [-2.129, -1.639, 2.810], [-3.754, -1.678, 0.922], [-3.028, -3.134, 0.843], [-2.573, -1.779, -0.321], [1.422, -1.236, -1.939], [-0.268, 1.931, -0.495], [0.084, 0.839, -1.395], [0.490, 2.161, 0.664], [1.100, -0.058, -1.018], [1.333, 1.142, 1.072], [1.621, 0.074, 0.241], [-1.089, 2.599, -0.797], [-0.473, 0.793, -2.263], [0.331, 2.926, 1.385], [1.749, 1.155, 2.055], [2.432, -1.447, -2.303], [0.739, -1.148, -2.770], [2.384, -0.583, 0.648], [1.199, -2.224, -1.576]],
  "lowdin_charge": [-0.1486, -0.1718, 0.0295, 0.0585, 0.0535, 0.0299, 0.0829, 0.0678, -0.0487, -0.0581, -0.0260, -0.0979, -0.2659, -0.1029, -0.0775, 0.0990, 0.0734, 0.0886, 0.0953, 0.0781, 0.0622, 0.1136, 0.0649],
  "orbital_gap_ev": 10.16
}

---

Which one sits at the top of the stability order? entry i does.